The following is a DFT calculation (ωB97M-V/def2-TZVPD) of C16H14CoN2OS5Sb as an isolated structure.

Positions of all 40 atoms, in Å:
Co 1.40800 -0.89312 2.00223
C -0.90277 2.14698 0.02050
C 0.14382 1.48541 0.87816
N 0.03576 0.23603 1.20239
N -1.14604 -0.38862 0.78929
C -1.32524 -1.52907 1.33940
S -0.25630 -2.30581 2.45461
S -2.77620 -2.46135 0.94581
C -3.37850 -1.62679 -0.55256
C -2.73507 -2.13787 -1.81162
C -3.31464 -3.19347 -2.50956
C -2.71933 -3.70286 -3.65319
C -1.52709 -3.16203 -4.11322
C -0.94165 -2.10923 -3.42482
C -1.54320 -1.59621 -2.28550
C 1.24342 2.31258 1.36487
C 1.30895 3.66707 0.98328
C 2.28128 4.51819 1.44758
C 3.24234 4.02213 2.33846
C 3.20602 2.71483 2.73983
C 2.20904 1.82158 2.27754
O 2.25489 0.61122 2.73698
H -1.60113 1.42117 -0.37310
H -0.41619 2.66662 -0.80372
H -1.45388 2.88838 0.60166
H -3.22433 -0.55863 -0.41809
H -4.45160 -1.82250 -0.56935
H -4.24057 -3.62585 -2.14616
H -3.18392 -4.52565 -4.18225
H -1.05408 -3.56258 -5.00088
H -0.00420 -1.68870 -3.76570
H -1.07518 -0.78771 -1.74047
H 0.56984 4.06440 0.30256
H 2.30382 5.55091 1.12645
H 4.02895 4.67212 2.70350
H 3.94914 2.29868 3.40642
S 2.83416 -2.25895 3.06300
Sb 4.23737 -1.85791 1.18138
S 5.66224 -0.10091 1.50406
S 2.35205 -1.20247 -0.05980

Values from the calculation:
HOMO level (alpha / beta): -4.2 / -4.1 eV
Orbital gap (alpha / beta): 4.6638 / 4.7396 eV
2S+1: 2
Total charge: -1
DFT total energy: -4416.9223 a.u.